Below is a cluster of 6 separate species, C42H47NO20P in total at a distorted geometry, with properties calculated with ωB97M-V/def2-TZVPD.

molar mass = 916.80 g mol⁻¹
orbital gap = 0.2637 Ha
charge = +1
max |F| = 1.9 eV/Å
total energy = -3529.1727 Ha

```
111
Properties=species:S:1:pos:R:3:forces:R:3:mulliken_charge:R:1
C -5.319 0.174 -2.722 0.53 1.02 -0.06 -0.415
C -4.770 1.445 -2.640 -0.45 -1.22 -0.08 0.037
C -3.753 1.943 -1.559 -1.65 0.16 0.31 -0.629
P -2.243 0.870 -1.365 0.34 -0.21 -0.61 0.149
C -1.289 0.598 -2.982 -0.32 -1.23 0.69 -0.569
C -2.044 -0.498 -3.837 0.21 0.36 -0.60 0.029
C -1.286 -0.938 -5.153 -1.18 0.80 -0.74 -0.635
C -2.414 -1.407 -6.189 0.12 0.17 0.87 -0.434
C -3.253 -2.647 -5.691 -0.28 0.01 -0.53 -0.899
C -2.562 -0.732 -0.430 0.46 0.55 1.16 -0.288
C -1.427 -0.868 0.694 0.92 0.54 -1.08 -0.748
C -0.051 -1.399 0.100 -0.74 -1.11 0.61 -0.153
C 0.888 -1.785 1.309 -0.05 0.14 0.19 -0.832
N 1.445 -0.619 2.045 -0.92 -0.39 -0.28 -0.360
H -5.381 -0.287 -3.747 -1.26 0.88 1.01 0.189
H -5.697 -0.448 -1.865 1.59 0.35 -0.68 0.153
H -5.118 2.208 -3.393 1.60 -1.06 0.20 0.029
H -4.286 1.971 -0.569 0.77 0.01 -0.52 0.441
H -3.445 2.992 -1.805 -0.05 -0.97 0.26 0.469
H -1.332 1.612 -0.535 -0.68 -0.36 -0.39 0.131
H -0.305 0.144 -2.657 -0.85 0.83 -0.29 0.300
H -1.146 1.579 -3.501 -0.11 -0.86 0.42 0.501
H -2.243 -1.410 -3.222 0.04 0.89 -0.37 0.020
H -3.017 -0.041 -4.167 0.90 -0.66 0.43 -0.036
H -0.857 0.002 -5.611 0.00 -1.09 0.51 0.328
H -0.500 -1.718 -5.001 -0.60 0.73 0.01 0.368
H -1.993 -1.578 -7.212 -0.28 0.01 0.95 0.409
H -3.108 -0.520 -6.275 0.65 -0.88 -0.03 0.184
H -2.800 -3.634 -5.990 -0.43 1.07 0.21 0.325
H -4.278 -2.556 -6.151 1.01 -0.41 0.41 0.273
H -3.410 -2.694 -4.583 0.23 0.26 -0.88 0.174
H -2.580 -1.635 -1.086 -0.12 0.90 0.39 0.411
H -3.543 -0.608 0.103 0.68 -0.14 -0.82 0.148
H -1.207 0.155 1.114 -0.50 -1.07 -0.03 0.112
H -1.749 -1.555 1.515 0.09 0.60 -0.76 0.450
H -0.291 -2.348 -0.460 0.31 0.85 0.37 0.397
H 0.419 -0.692 -0.635 -0.28 -0.44 0.81 0.121
H 1.737 -2.460 1.030 -0.81 0.58 -0.20 0.125
H 0.256 -2.354 2.046 0.62 0.31 -0.78 0.394
H 0.823 -0.420 2.833 0.40 0.25 -0.39 0.296
H 1.526 0.208 1.443 0.05 -0.53 0.53 0.230
C 6.021 3.298 1.954 0.18 0.13 -0.23 -0.586
C 4.971 2.493 2.131 0.34 -0.12 0.89 0.307
C 3.950 2.300 1.058 -0.12 0.27 -0.65 0.824
O 3.012 1.543 1.245 0.23 0.21 0.24 -0.589
C 4.117 3.042 -0.192 -0.26 -0.36 0.34 -1.179
C 5.166 3.849 -0.367 -0.35 0.35 -1.16 0.330
C 6.200 4.022 0.693 0.39 -0.08 0.71 0.845
O 7.148 4.752 0.486 -0.21 0.03 -0.34 -0.583
O 5.337 4.543 -1.509 0.26 -0.31 0.97 -0.570
O 4.791 1.817 3.297 -0.39 0.29 -1.16 -0.511
H 6.768 3.447 2.721 -0.07 0.03 -0.01 0.547
H 3.362 2.906 -0.954 0.04 0.01 -0.01 0.447
H 6.164 5.045 -1.386 0.03 0.05 -0.09 0.349
H 3.969 1.306 3.181 0.09 -0.16 0.16 0.281
C 5.342 -3.555 4.053 0.05 -0.33 0.20 -0.798
C 5.053 -2.945 2.901 0.01 0.94 0.53 0.068
C 4.889 -3.710 1.631 0.04 -0.68 -0.40 1.039
O 4.606 -3.115 0.606 -0.04 0.30 0.20 -0.638
C 5.081 -5.160 1.673 -0.12 0.40 -0.24 -1.027
C 5.374 -5.772 2.824 0.04 -1.02 -0.54 0.340
C 5.511 -5.009 4.099 0.04 0.63 0.50 0.965
O 5.760 -5.607 5.128 -0.01 -0.28 -0.24 -0.596
O 5.558 -7.106 2.886 -0.06 0.94 0.42 -0.560
O 4.894 -1.607 2.833 0.06 -0.80 -0.42 -0.345
H 5.461 -3.011 4.980 0.00 0.00 -0.03 0.494
H 4.977 -5.702 0.743 0.01 -0.01 0.02 0.426
H 5.755 -7.298 3.821 0.02 -0.10 0.01 0.353
H 4.693 -1.418 1.899 -0.11 0.08 0.01 0.271
C -6.096 5.666 -5.718 0.31 -0.52 0.26 -1.040
C -7.098 6.188 -6.430 0.38 1.18 0.12 0.389
C -8.156 5.326 -7.036 -0.42 -0.60 -0.24 0.943
O -9.060 5.841 -7.660 0.22 0.27 0.11 -0.574
C -8.051 3.877 -6.849 -0.13 0.20 -0.09 -0.811
C -7.047 3.357 -6.140 -0.38 -0.84 -0.21 0.246
C -6.006 4.222 -5.513 0.21 0.86 0.02 1.011
O -5.112 3.707 -4.855 -0.17 -0.27 -0.11 -0.573
O -6.929 2.021 -5.958 0.29 0.81 0.16 -0.553
O -7.199 7.514 -6.634 -0.32 -1.08 -0.09 -0.549
H -5.325 6.280 -5.273 -0.03 0.01 -0.02 0.424
H -8.813 3.261 -7.307 0.01 0.01 0.02 0.443
H -6.131 1.903 -5.417 0.01 -0.08 -0.04 0.235
H -8.003 7.635 -7.173 -0.02 0.14 -0.02 0.356
C 8.039 3.760 7.031 -0.22 -0.02 -0.44 -1.016
C 8.487 3.159 8.136 0.29 1.01 0.47 0.303
C 8.439 1.676 8.291 -0.16 -0.77 -0.18 0.926
O 8.874 1.167 9.306 0.05 0.35 0.09 -0.596
C 7.856 0.890 7.202 0.16 0.06 0.36 -0.901
C 7.405 1.491 6.099 -0.29 -1.04 -0.45 0.467
C 7.479 2.972 5.933 0.21 0.69 0.35 0.889
O 7.074 3.481 4.903 -0.03 -0.29 -0.07 -0.471
O 6.861 0.783 5.084 0.42 0.98 0.43 -0.501
O 9.006 3.865 9.161 -0.28 -0.88 -0.47 -0.558
H 8.072 4.834 6.905 0.02 -0.02 0.01 0.445
H 7.810 -0.182 7.334 0.01 0.02 -0.02 0.451
H 6.613 1.442 4.406 -0.22 -0.24 0.03 0.163
H 9.256 3.203 9.832 0.05 0.05 0.08 0.351
C -4.623 -3.088 1.750 0.14 -0.07 0.15 -0.648
C -5.468 -3.241 0.729 0.29 0.91 -0.19 0.043
C -6.242 -4.501 0.538 -0.28 -0.88 0.20 1.007
O -7.015 -4.587 -0.396 0.16 0.44 -0.13 -0.606
C -6.029 -5.589 1.493 -0.16 0.23 -0.36 -0.960
C -5.180 -5.439 2.514 -0.23 -1.06 0.36 0.325
C -4.426 -4.169 2.720 0.24 0.52 0.00 0.799
O -3.676 -4.063 3.670 -0.08 -0.24 -0.04 -0.609
O -4.967 -6.430 3.403 0.18 1.02 -0.40 -0.543
O -5.664 -2.258 -0.181 -0.16 -0.74 0.22 -0.408
H -4.058 -2.178 1.900 -0.05 -0.01 0.07 0.463
H -6.583 -6.504 1.334 0.01 0.02 0.02 0.428
H -4.318 -6.075 4.038 0.00 -0.12 0.10 0.353
H -6.320 -2.613 -0.812 -0.06 -0.06 0.03 0.360
```
Positions in Å, forces in eV/Å.